1.
A molecular structure, C41H40N5O5RuS, computed with ωB97M-V/def2-TZVPD.

Positions of all 93 atoms, in Å:
Ru 0.133 -0.756 -0.044
C 3.627 -0.764 3.408
C 3.446 0.507 2.624
C 4.436 1.484 2.719
C 4.409 2.631 1.946
C 3.404 2.780 1.004
C 2.404 1.826 0.887
C 1.375 1.936 -0.189
C 2.372 0.727 1.750
N 1.292 -0.225 1.626
C 0.761 -0.705 2.774
O 0.874 -0.285 3.919
C -0.095 -1.908 2.520
C -0.628 -2.702 3.509
C -1.471 -3.747 3.141
C -1.769 -3.948 1.805
C -1.206 -3.099 0.872
N -0.370 -2.130 1.233
C -1.515 -3.128 -0.586
O -2.226 -4.007 -1.056
N -0.928 -2.092 -1.208
C -1.351 -1.851 -2.571
C -0.448 -1.924 -3.623
C 0.962 -2.363 -3.406
C -0.879 -1.618 -4.911
C -2.192 -1.267 -5.159
C -3.093 -1.234 -4.109
C -2.694 -1.534 -2.811
C -3.715 -1.539 -1.711
H 4.679 -0.894 3.658
H 3.307 -1.632 2.825
H 3.048 -0.756 4.330
H 5.260 1.315 3.404
H 5.181 3.382 2.051
H 3.389 3.643 0.346
H 1.618 2.697 -0.933
H 0.388 2.163 0.199
H 1.340 0.981 -0.742
H -0.383 -2.472 4.537
H -1.905 -4.387 3.898
H -2.438 -4.719 1.451
H 1.008 -3.415 -3.108
H 1.444 -1.805 -2.614
H 1.537 -2.240 -4.323
H -0.165 -1.661 -5.727
H -2.517 -1.040 -6.167
H -4.132 -0.986 -4.292
H -4.624 -1.030 -2.033
H -3.332 -1.049 -0.820
H -3.973 -2.561 -1.428
O -1.840 0.113 1.650
C -2.362 1.343 1.153
C -2.136 1.244 -0.369
O -2.760 1.934 -1.136
O -1.140 0.472 -0.797
C -1.554 2.548 1.647
C -1.830 3.808 1.118
C -1.103 4.912 1.531
C -0.094 4.774 2.480
C 0.170 3.527 3.020
C -0.562 2.417 2.607
C -3.827 1.475 1.575
C -4.892 1.119 0.754
C -6.193 1.154 1.235
C -6.451 1.545 2.541
C -5.396 1.904 3.367
C -4.096 1.872 2.883
H -1.881 0.099 2.616
H -2.607 3.911 0.370
H -1.325 5.885 1.111
H 0.481 5.636 2.792
H 0.953 3.397 3.757
H -0.316 1.458 3.042
H -4.713 0.838 -0.271
H -7.010 0.877 0.580
H -7.469 1.575 2.910
H -5.584 2.219 4.386
H -3.281 2.170 3.535
S 2.947 -1.517 -0.355
C 3.709 -1.335 -1.874
N 4.019 -0.111 -2.315
C 4.709 0.179 -3.567
C 4.445 -0.948 -4.549
C 4.782 -2.274 -3.890
N 4.058 -2.379 -2.627
H 3.808 0.632 -1.668
H 5.782 0.290 -3.388
H 4.334 1.125 -3.954
H 5.036 -0.809 -5.453
H 3.392 -0.939 -4.825
H 5.858 -2.348 -3.712
H 4.490 -3.112 -4.522
H 3.802 -3.277 -2.253

Atomic forces in eV per Å
1.5 -0.2 0.6
0.0 0.0 0.0
0.0 0.0 0.1
0.0 0.0 0.0
0.0 0.0 0.0
0.0 0.0 0.0
-0.1 0.1 -0.1
0.0 0.0 -0.2
-0.3 -0.5 0.0
0.7 1.0 -0.1
0.0 -0.1 0.0
0.0 0.0 -0.1
0.0 0.0 0.0
0.0 0.0 0.0
0.0 0.0 0.0
0.0 0.0 0.1
0.2 -0.1 0.0
-0.9 -0.4 0.5
0.2 -0.1 -0.1
0.0 -0.1 0.0
0.1 0.1 -1.5
-0.2 -0.1 0.7
0.0 0.1 -0.2
0.1 -0.1 0.0
0.0 0.0 0.0
0.0 0.0 0.0
0.0 -0.1 0.0
-0.1 0.0 0.0
-0.1 0.0 -0.1
0.0 0.0 0.0
0.0 0.0 0.0
0.0 0.0 0.0
0.0 0.0 0.0
0.0 0.0 0.0
0.0 0.0 0.0
0.1 0.0 0.1
0.0 0.0 0.0
0.0 0.2 -0.2
0.0 0.0 0.0
0.0 0.0 0.0
0.0 0.0 0.0
0.0 0.0 0.0
0.0 0.1 0.1
0.0 0.0 -0.1
0.0 0.0 0.0
0.0 0.0 0.0
0.0 0.0 0.0
0.0 0.1 0.0
0.0 0.1 0.2
0.0 0.0 -0.1
-0.2 0.0 0.4
0.0 -0.2 0.1
0.4 0.1 -0.5
0.0 0.0 0.1
-1.4 0.4 0.4
-0.1 0.0 -0.1
0.0 0.0 0.0
0.0 0.0 0.0
0.0 0.0 0.0
-0.1 0.0 0.0
0.0 0.0 0.1
0.0 -0.1 -0.1
0.0 0.0 0.0
0.0 0.0 0.0
0.0 0.0 0.0
0.0 0.0 0.0
0.0 0.0 0.1
-0.2 0.1 0.0
0.0 0.0 0.0
0.0 0.0 0.0
0.0 0.0 0.0
0.0 0.0 0.0
0.0 0.1 0.0
0.0 0.0 -0.1
0.0 0.0 0.0
0.0 0.0 0.0
0.0 0.0 0.0
0.0 0.0 0.0
-0.2 -0.4 -0.2
0.1 0.1 0.0
0.0 0.0 0.0
0.0 0.0 0.1
0.0 0.0 0.0
0.0 0.0 0.0
0.0 0.0 0.1
0.0 0.1 0.0
0.0 0.0 0.0
0.0 0.0 0.0
0.0 0.0 0.0
-0.1 0.0 -0.1
0.0 0.0 0.0
0.0 0.0 0.0
0.0 0.0 0.0

- Highest occupied orbital energy (spin up / spin down): -7.89 / -7.93 eV
- Multiplicity: 2
- Maximum force: 0.030 hartree/bohr
- ⟨S²⟩: 0.76
- Relative energy (zero: lowest compared OMol25 entry of this formula, charge and spin): 0.829 eV
- Calculated total energy: -74273.492 eV

Atomic partial charges in e from the Mulliken method, atoms 1 to 5:
1. Ru 0.34
2. C -1.68
3. C 1.40
4. C -0.98
5. C -0.94

=====

2.
A molecular structure, C41H41AgN4PSe2Si, computed with ωB97M-V/def2-TZVPD.

Positions of all 91 atoms, in Å:
Ag -0.524 -1.123 -0.450
Se -0.358 -1.076 2.461
P -1.623 -2.759 2.060
Se -2.193 -3.368 0.079
C -0.769 -4.152 2.877
C -0.256 -5.213 2.149
C 0.501 -6.181 2.785
C 0.750 -6.081 4.143
C 0.235 -5.019 4.871
C -0.520 -4.052 4.240
C -3.195 -2.553 2.978
C -4.124 -3.587 2.967
C -5.396 -3.372 3.460
C -5.748 -2.129 3.964
C -4.810 -1.113 4.018
C -3.537 -1.324 3.520
H -0.460 -5.278 1.088
H 0.892 -7.012 2.217
H 1.346 -6.834 4.638
H 0.422 -4.944 5.933
H -0.912 -3.206 4.790
H -3.848 -4.545 2.547
H -6.121 -4.174 3.439
H -6.758 -1.951 4.307
H -5.069 -0.150 4.436
H -2.802 -0.531 3.545
C -0.182 -0.971 -2.675
Si 1.488 -0.190 -2.937
C 2.763 -0.895 -1.675
N 2.199 -0.922 -0.326
C 2.664 -2.046 0.472
C 4.123 -1.955 0.946
C 4.448 -0.538 1.439
C 3.161 0.241 1.687
C 2.370 0.356 0.381
C 2.156 -0.623 -4.670
C 2.491 -1.945 -4.950
C 2.735 -2.378 -6.238
C 2.648 -1.487 -7.295
C 2.341 -0.161 -7.039
C 2.097 0.259 -5.745
C 1.455 1.703 -2.816
C 0.267 2.384 -2.581
C 0.231 3.766 -2.523
C 1.393 4.500 -2.691
C 2.589 3.840 -2.918
C 2.610 2.458 -2.982
H -0.184 -1.986 -3.079
H -0.952 -0.421 -3.218
H 3.728 -0.368 -1.703
H 2.965 -1.924 -1.971
H 2.519 -2.960 -0.109
H 2.022 -2.112 1.354
H 4.806 -2.235 0.141
H 4.257 -2.676 1.755
H 5.033 -0.005 0.684
H 5.057 -0.573 2.347
H 3.392 1.247 2.047
H 2.558 -0.247 2.457
H 2.894 1.056 -0.277
H 1.382 0.786 0.590
H 2.543 -2.653 -4.136
H 2.978 -3.416 -6.425
H 2.815 -1.824 -8.309
H 2.279 0.545 -7.857
H 1.843 1.292 -5.554
H -0.637 1.812 -2.443
H -0.707 4.278 -2.351
H 1.368 5.581 -2.654
H 3.503 4.405 -3.050
H 3.545 1.949 -3.170
N -2.787 9.035 3.116
C -2.670 8.016 2.589
C -2.554 6.773 1.954
C -1.489 5.904 2.250
C -1.402 4.668 1.658
C -2.388 4.238 0.752
C -3.431 5.121 0.433
C -3.514 6.361 1.015
N -2.365 2.951 0.224
C -3.210 2.439 -0.735
C -2.904 1.121 -0.868
N -1.900 0.798 -0.004
C -1.596 1.900 0.629
H -0.737 6.220 2.958
H -0.570 4.024 1.894
H -4.193 4.825 -0.270
H -4.327 7.025 0.762
H -3.945 3.027 -1.243
H -3.341 0.379 -1.507
H -0.854 1.955 1.397

Atomic forces in eV per Å
0.1 -0.2 -0.6
0.2 0.3 -0.1
-0.2 -0.4 0.1
0.1 0.2 0.0
-0.1 0.2 -0.1
-0.2 0.0 -0.1
0.1 -0.1 0.1
0.1 -0.2 0.0
0.0 0.0 0.2
-0.1 -0.1 0.0
0.2 0.1 -0.1
0.1 0.0 0.1
-0.1 -0.1 0.0
-0.1 0.1 0.1
-0.2 0.0 0.0
0.1 0.0 0.1
0.0 0.1 0.0
0.1 -0.1 0.0
0.1 -0.1 0.1
0.0 0.0 0.1
0.0 0.0 0.0
0.0 0.0 -0.1
-0.1 0.0 0.0
-0.1 0.0 0.1
-0.1 0.1 0.0
0.1 0.0 -0.1
1.0 0.6 -0.1
-0.9 -0.8 0.2
-0.4 0.3 -0.2
0.6 0.0 0.3
0.1 -0.2 0.2
0.0 0.0 -0.2
0.0 0.0 0.1
0.0 0.0 -0.2
-0.2 0.2 0.2
0.0 0.2 0.3
0.1 0.0 0.1
0.1 -0.2 -0.1
0.0 0.0 -0.1
0.0 0.1 -0.3
0.0 0.1 0.1
0.1 -0.5 0.0
-0.1 0.0 0.0
-0.1 0.2 0.0
0.0 0.1 0.0
0.2 0.1 0.0
0.1 0.0 0.0
0.1 -0.1 0.0
-0.1 0.1 0.0
0.1 0.0 -0.1
0.0 -0.2 -0.1
-0.1 0.0 0.1
-0.1 -0.1 -0.1
0.0 -0.1 0.0
0.0 -0.1 0.0
0.0 0.0 0.0
0.0 0.0 -0.1
-0.1 0.0 0.0
0.0 0.0 0.0
0.0 0.0 0.0
0.0 0.1 0.0
0.0 -0.2 0.1
0.0 -0.1 0.0
0.0 0.0 -0.1
0.0 0.0 -0.1
-0.1 0.2 -0.1
-0.2 -0.1 0.0
-0.1 0.0 0.0
0.0 0.1 0.0
0.0 0.0 0.0
0.2 0.0 0.0
0.1 -0.3 -0.2
-0.1 1.4 0.7
0.2 -1.6 -0.8
-0.4 0.6 0.0
-0.2 -0.4 -0.4
-0.1 0.8 0.5
0.3 -0.6 -0.2
0.4 0.4 0.5
0.0 -0.1 -0.1
-0.5 -0.3 -0.6
-0.2 0.4 0.1
0.1 0.6 0.5
0.1 -0.8 -0.1
0.1 0.0 0.0
0.0 0.0 0.0
0.0 0.0 0.0
-0.1 0.0 0.0
-0.1 0.1 -0.1
-0.1 -0.1 -0.2
0.2 0.1 0.2

- Highest occupied orbital energy: -3.42 eV
- Maximum force: 0.036 hartree/bohr
- Relative energy (zero: lowest compared OMol25 entry of this formula, charge and spin): 0.597 eV
- Net charge: -1
- Calculated total energy: -201004.580 eV

Atomic partial charges in e from the Mulliken method, atoms 1 to 5:
1. Ag 0.66
2. Se -0.53
3. P 0.67
4. Se -0.53
5. C 0.33

=====

3.
A molecular structure, C41H41BrFN8O5OsS, computed with ωB97M-V/def2-TZVPD.

Positions of all 99 atoms, in Å:
Os -0.026 0.337 1.003
C 5.375 -5.300 -1.118
C 4.657 -5.206 0.221
N 3.456 -4.356 0.156
C 3.511 -3.124 0.682
C 2.484 -2.223 0.634
C 2.630 -0.922 1.368
O 3.648 -0.289 1.402
O 1.504 -0.486 1.978
C 1.293 -2.534 -0.082
O 0.377 -1.714 -0.289
C 1.208 -3.897 -0.575
C 0.033 -4.365 -1.167
C -0.092 -5.669 -1.543
F -1.275 -6.051 -2.066
C 0.952 -6.614 -1.391
C 2.140 -6.121 -0.862
C 2.279 -4.797 -0.429
N 0.844 -7.948 -1.778
C 1.626 -8.988 -1.128
C 2.225 -9.923 -2.182
N 1.254 -10.072 -3.324
C -0.154 -9.926 -2.839
C -0.375 -8.479 -2.401
H 6.270 -5.910 -1.012
H 5.680 -4.311 -1.458
H 4.746 -5.741 -1.892
H 5.314 -4.765 0.967
H 4.370 -6.186 0.602
H 4.442 -2.848 1.161
H -0.792 -3.685 -1.324
H 2.991 -6.774 -0.793
H 1.000 -9.548 -0.426
H 2.441 -8.574 -0.547
H 2.409 -10.912 -1.763
H 3.157 -9.537 -2.591
H 1.390 -10.973 -3.786
H 1.436 -9.348 -4.023
H -0.285 -10.642 -2.031
H -0.841 -10.187 -3.641
H -1.238 -8.462 -1.728
H -0.624 -7.875 -3.271
C -2.382 4.151 -5.891
C -2.241 3.812 -4.440
C -1.666 2.600 -4.051
C -1.504 2.282 -2.717
C -1.922 3.191 -1.754
C -2.528 4.390 -2.107
C -2.681 4.689 -3.450
S -1.705 2.886 -0.035
O -0.410 3.329 0.415
O -2.857 3.332 0.683
N -1.613 1.195 0.117
C -2.826 0.495 0.080
C -3.997 0.884 -0.545
C -5.136 0.063 -0.474
C -5.120 -1.133 0.196
C -3.945 -1.553 0.864
C -3.840 -2.740 1.613
C -2.663 -3.034 2.256
C -1.593 -2.139 2.163
N -1.664 -1.016 1.470
C -2.810 -0.723 0.807
H -1.458 3.940 -6.429
H -2.639 5.198 -6.033
H -3.166 3.546 -6.350
H -1.349 1.898 -4.812
H -1.073 1.334 -2.423
H -2.876 5.074 -1.344
H -3.158 5.618 -3.734
H -4.055 1.816 -1.085
H -6.044 0.396 -0.957
H -6.003 -1.756 0.237
H -4.691 -3.406 1.680
H -2.550 -3.934 2.841
H -0.660 -2.348 2.666
Br -0.209 2.676 7.572
C -0.339 2.016 5.825
C -0.745 2.839 4.785
C -0.808 2.309 3.510
N -0.497 1.036 3.232
C -0.118 0.248 4.249
C -0.029 0.689 5.551
H -1.015 3.870 4.959
H -1.131 2.924 2.684
H 0.137 -0.772 4.011
H 0.278 0.015 6.337
C 2.364 2.796 1.665
C 2.210 2.283 0.286
N 1.415 1.294 -0.134
C 1.609 1.143 -1.497
C 2.527 2.052 -1.898
N 2.883 2.748 -0.768
H 2.340 1.970 2.375
H 1.555 3.491 1.893
H 3.315 3.315 1.768
H 1.125 0.364 -2.057
H 2.954 2.258 -2.863
H 3.552 3.501 -0.729

Atomic forces in eV per Å
0.2 -0.1 0.1
0.0 0.0 0.1
0.2 -0.1 -0.1
0.1 0.1 0.2
0.0 0.0 -0.1
-0.1 0.2 0.5
-0.2 0.1 -0.6
0.1 -0.2 0.2
-0.5 -0.1 -0.3
0.5 -0.3 0.1
-0.7 0.4 -0.1
0.2 -0.2 0.0
-0.1 -0.1 -0.1
-0.1 0.1 0.0
0.0 0.0 0.0
0.1 0.2 0.0
0.0 0.0 0.0
-0.2 0.1 -0.1
0.0 -0.1 -0.2
-0.1 0.0 0.0
0.2 0.0 0.2
0.0 0.0 -0.1
-0.2 0.1 0.1
0.0 0.0 0.0
0.0 0.0 0.0
0.0 0.0 0.0
0.0 0.0 0.0
0.0 0.0 0.0
0.0 0.0 0.0
0.0 0.0 0.0
-0.1 0.0 0.1
0.0 0.0 0.0
0.0 0.0 0.0
0.0 0.0 0.0
0.0 0.0 -0.1
0.0 0.0 0.0
0.0 0.0 0.0
0.0 0.0 0.0
0.0 0.0 0.0
0.1 0.0 0.0
0.0 0.0 0.0
0.0 0.0 0.0
-0.1 -0.1 -0.1
0.0 0.0 0.1
0.0 0.0 0.0
0.0 0.0 0.0
0.0 -0.1 0.2
0.0 0.0 0.0
0.0 0.0 0.0
0.1 0.1 -0.1
0.0 -0.1 -0.1
0.0 0.0 0.0
0.3 0.3 0.2
-0.5 -0.4 0.0
0.4 -0.1 0.1
-0.1 -0.2 0.1
0.0 0.1 -0.1
0.0 0.1 0.0
0.0 0.0 0.0
0.0 0.0 0.0
0.0 -0.1 0.1
0.5 -0.1 0.0
-0.3 0.4 -0.3
0.0 0.0 0.0
0.0 0.0 0.0
0.0 0.0 0.0
0.0 0.0 0.0
0.0 0.0 0.0
0.0 0.0 0.0
0.0 0.0 0.0
0.0 0.0 0.0
0.0 0.0 0.0
0.0 0.0 0.0
0.0 0.0 0.0
0.0 0.0 0.0
0.1 0.0 0.0
0.0 -0.1 -0.2
0.0 0.0 0.1
0.0 0.0 0.0
-0.1 0.0 0.0
0.2 0.1 0.0
0.0 0.0 0.1
0.0 0.0 0.0
0.0 0.0 0.0
0.0 0.1 0.0
0.1 0.0 0.0
0.0 0.0 0.0
-0.2 0.0 0.0
0.2 0.0 0.1
-0.2 0.0 0.1
0.2 0.0 -0.2
-0.2 -0.2 -0.1
0.0 0.0 0.1
0.0 0.0 0.0
0.0 0.0 0.0
0.0 0.0 0.0
-0.1 0.0 0.0
0.0 0.0 0.0
0.0 0.0 0.0

- Highest occupied orbital energy (spin up / spin down): -14.77 / -14.97 eV
- Multiplicity: 5
- Maximum force: 0.016 hartree/bohr
- ⟨S²⟩: 6.03
- Relative energy (zero: lowest compared OMol25 entry of this formula, charge and spin): 0.087 eV
- Net charge: +3
- Calculated total energy: -151381.608 eV

Atomic partial charges in e from the Mulliken method, atoms 1 to 5:
1. Os 1.77
2. C -1.06
3. C -0.93
4. N 0.20
5. C -0.16